# 1
Below is a structure of composition C28H32NO9PSV at a distorted geometry, with properties calculated with ωB97M-V/def2-TZVPD.

Last column: Löwdin charge in e.
Element x y z (Å)
V: -0.5952 -0.1584 -1.0801  1.01
O: -3.2139 2.2826 -2.6648  -0.07
C: -2.9482 3.5068 -2.0358  -0.27
C: -2.8452 3.3817 -0.5315  -0.17
N: -1.6760 2.6158 -0.1361  -0.16
C: -1.9059 1.8661 1.0767  -0.10
C: -2.7279 0.6094 0.7915  -0.61
O: -3.6835 0.3083 1.4812  0.06
O: -2.2915 -0.0993 -0.2059  -0.14
C: -0.4378 3.3487 -0.1673  -0.09
C: 0.8081 2.5115 -0.4728  -0.60
O: 1.8919 3.0583 -0.4967  0.05
O: 0.6161 1.2550 -0.7155  -0.17
H: -2.4402 1.6757 -2.5583  0.04
H: -2.0319 3.9703 -2.4261  0.10
H: -3.7703 4.1863 -2.2784  0.11
H: -2.8546 4.3826 -0.0659  0.12
H: -3.7321 2.8529 -0.1756  0.13
H: -0.9432 1.5409 1.4843  0.11
H: -2.4152 2.4435 1.8606  0.13
H: -0.4781 4.0873 -0.9707  0.12
H: -0.2397 3.9167 0.7554  0.13
O: -0.1952 -4.2736 -2.1828  -0.29
S: -0.1930 -3.2602 -1.1663  0.49
O: -1.3634 -3.1254 -0.3341  -0.30
O: 0.2079 -1.9182 -1.7229  -0.44
C: 1.1528 -3.6158 -0.0538  -0.25
C: 1.8334 -4.8132 -0.2064  -0.05
C: 2.8415 -5.1536 0.6836  -0.08
C: 3.1585 -4.2960 1.7265  -0.08
C: 2.4758 -3.0962 1.8667  -0.09
C: 1.4661 -2.7330 0.9797  -0.30
P: 0.5907 -1.1261 1.1904  1.14
C: -0.3326 -1.4186 2.7337  -0.32
C: -1.6644 -1.8039 2.5994  -0.08
C: -2.4245 -2.0812 3.7291  -0.06
C: -1.8607 -1.9814 4.9897  -0.09
C: -0.5290 -1.6049 5.1295  -0.09
C: 0.2316 -1.3255 4.0072  -0.10
C: 1.9483 -0.0148 1.6655  -0.37
C: 1.7080 1.0490 2.5337  -0.11
C: 2.6829 2.0095 2.7590  -0.08
C: 3.9066 1.9237 2.1136  -0.09
C: 4.1495 0.8732 1.2420  -0.07
C: 3.1775 -0.0884 1.0165  -0.08
H: 1.5577 -5.4644 -1.0256  0.11
H: 3.3759 -6.0872 0.5608  0.10
H: 3.9393 -4.5550 2.4312  0.10
H: 2.7431 -2.4245 2.6730  0.10
H: -2.1079 -1.8898 1.6177  0.08
H: -3.4645 -2.3551 3.6083  0.11
H: -2.4585 -2.1883 5.8696  0.10
H: -0.0857 -1.5223 6.1148  0.10
H: 1.2656 -1.0223 4.1227  0.10
H: 0.7540 1.1325 3.0419  0.10
H: 2.4761 2.8339 3.4305  0.10
H: 4.6606 2.6843 2.2718  0.10
H: 5.0931 0.8083 0.7155  0.10
H: 3.3761 -0.8915 0.3164  0.11
C: -1.6388 0.2760 -5.1095  -0.03
C: -0.6145 0.6027 -4.0241  -0.69
C: -0.1646 2.0591 -4.1536  -0.02
C: 0.6021 -0.3092 -4.1674  -0.05
O: -1.2495 0.4038 -2.7727  -0.30
H: -1.2207 0.4359 -6.1085  0.08
H: -2.5195 0.9093 -4.9899  0.08
H: -1.9482 -0.7673 -5.0219  0.09
H: 0.3428 2.2324 -5.1073  0.08
H: 0.5283 2.3134 -3.3481  0.08
H: -1.0297 2.7192 -4.1070  0.07
H: 1.0773 -0.1630 -5.1410  0.08
H: 0.3114 -1.3551 -4.0692  0.08
H: 1.3447 -0.0841 -3.3960  0.08

## Properties
**Multiplicity**: 3
**Total charge**: -1
**Kohn-Sham gap (spin up / spin down)**: 8.2 / 8.6 eV

# 2
Below is a structure of composition C28H33BF6LaN11O4S4Si at a distorted geometry, with properties calculated with ωB97M-V/def2-TZVPD.

Last column: Löwdin charge in e.
Element x y z (Å)
La: 0.0794 -0.0233 0.4923  1.71
C: -1.5911 -3.2378 3.4979  -0.05
C: -1.3445 -2.7079 2.2291  -0.15
N: -0.7756 -1.5105 2.3293  -0.10
N: -0.6464 -1.2478 3.6425  -0.03
C: -1.1271 -2.2706 4.3665  -0.07
B: -0.0329 0.0591 4.1678  -0.51
N: -0.8067 1.2680 3.5918  -0.03
C: -1.4417 2.2256 4.2841  -0.07
C: -1.9114 3.1717 3.3939  -0.06
C: -1.5016 2.6976 2.1458  -0.16
N: -0.8327 1.5546 2.2763  -0.10
N: 1.4341 0.1934 3.6935  -0.02
C: 2.5131 0.3800 4.4696  -0.07
C: 3.6123 0.5523 3.6523  -0.05
C: 3.0935 0.4550 2.3595  -0.16
N: 1.7811 0.2392 2.3953  -0.07
H: -2.0509 -4.1790 3.7429  0.09
H: -1.5515 -3.1474 1.2656  0.11
H: -1.1175 -2.2521 5.4436  0.12
H: -0.0679 0.0799 5.3618  0.12
H: -1.5199 2.1725 5.3572  0.12
H: -2.4722 4.0622 3.6175  0.09
H: -1.6658 3.1212 1.1663  0.10
H: 2.4283 0.3798 5.5435  0.12
H: 4.6352 0.7155 3.9440  0.09
H: 3.6169 0.5329 1.4194  0.10
F: 4.6152 0.5841 -0.8825  0.12
C: 4.2822 0.0645 -2.0724  -0.66
F: 5.3098 -0.6106 -2.5562  0.17
F: 4.0005 1.0761 -2.9092  0.12
S: 2.7535 -0.9666 -1.8762  0.59
O: 1.8466 -0.0400 -1.2190  -0.48
O: 2.3785 -1.3479 -3.2043  -0.26
N: 3.3295 -2.0895 -0.9655  -0.26
S: 2.3677 -2.9140 -0.0148  0.62
O: 1.9414 -4.1651 -0.5415  -0.23
O: 1.3665 -2.0731 0.6037  -0.46
C: 3.5519 -3.2998 1.3620  -0.67
F: 4.3618 -4.2910 1.0198  0.16
F: 4.2752 -2.2201 1.6526  0.14
F: 2.8473 -3.6572 2.4297  0.16
C: -5.6204 -2.3087 0.2131  -0.18
Si: -5.1162 -1.9018 -1.5569  0.51
C: -5.6371 -0.1788 -2.1204  -0.18
C: -6.0171 -3.1214 -2.6921  -0.20
C: -3.2642 -2.2180 -1.8001  -0.26
C: -2.7871 -3.2128 -2.6328  -0.08
C: -1.4180 -3.4443 -2.7623  -0.06
C: -0.5589 -2.6511 -2.0419  -0.16
N: -0.9621 -1.6720 -1.2207  -0.11
C: -2.3002 -1.4554 -1.0786  -0.80
S: -2.7455 -0.2009 0.0060  0.53
H: -6.7060 -2.2495 0.3254  0.03
H: -5.1621 -1.6134 0.9140  0.00
H: -5.3091 -3.3207 0.4816  0.03
H: -6.7202 -0.0699 -2.0171  0.03
H: -5.3849 -0.0123 -3.1703  0.03
H: -5.1551 0.5928 -1.5251  0.00
H: -7.0949 -2.9808 -2.5815  0.03
H: -5.7939 -4.1612 -2.4420  0.03
H: -5.7713 -2.9615 -3.7446  0.03
H: -3.4876 -3.8222 -3.1941  0.09
H: -1.0351 -4.2251 -3.4048  0.11
H: 0.5082 -2.7995 -2.1278  0.08
N: 1.3775 2.2522 0.3486  0.08
C: 2.0642 3.1688 0.3065  -0.10
C: 2.9274 4.3022 0.2832  -0.20
C: 4.1139 4.2607 -0.4501  -0.02
C: 4.9660 5.3502 -0.4240  -0.07
C: 4.6389 6.4727 0.3244  -0.07
C: 3.4555 6.5128 1.0491  -0.07
C: 2.5939 5.4309 1.0340  -0.02
H: 4.3579 3.3794 -1.0283  0.11
H: 5.8909 5.3220 -0.9842  0.11
H: 5.3094 7.3218 0.3418  0.11
H: 3.2064 7.3885 1.6332  0.11
H: 1.6681 5.4456 1.5932  0.12
C: -0.7562 -0.3936 -4.9889  -0.06
N: -1.0585 0.3380 -3.7714  -0.03
C: -0.2453 1.2194 -3.1921  -0.90
N: 0.9137 1.5025 -3.8202  0.12
S: -0.7404 2.0844 -1.8288  0.58
H: -1.5988 -1.0363 -5.2245  0.09
H: 0.1298 -1.0168 -4.8658  0.08
H: -0.5987 0.3001 -5.8193  0.09
H: -1.9193 0.1554 -3.2829  0.11
H: 1.3263 0.8148 -4.4333  0.09
H: 1.5526 2.0791 -3.3026  0.08

## Properties
**Kohn-Sham gap**: 7.0 eV

# 3
Below is a structure of composition C28H33BrN6O4Tl, with properties calculated with ωB97M-V/def2-TZVPD.

Last column: Löwdin charge in e.
Element x y z (Å)
Tl: 0.2726 0.0966 -0.0714  1.09
O: -0.7945 -2.0862 -1.1352  0.00
C: 0.0156 -3.1775 -1.0474  -0.27
C: 0.2770 -3.9673 -2.1587  -0.01
C: 1.0994 -5.0765 -2.0461  -0.05
C: 1.6579 -5.4203 -0.8214  -0.06
C: 1.3661 -4.6512 0.2876  -0.02
C: 0.5586 -3.5120 0.2015  -0.13
C: 0.2386 -2.8146 1.4488  -0.05
N: -0.1687 -1.6154 1.5345  0.00
C: -0.6075 -1.0860 2.8285  -0.15
C: -0.1385 0.3616 3.0365  -0.17
N: -0.5651 1.0796 1.8469  -0.04
C: -1.3572 2.0766 1.8781  -0.06
C: -2.0619 2.5740 0.7197  -0.15
C: -2.6691 3.8378 0.8204  -0.04
C: -3.4653 4.3406 -0.1790  -0.08
C: -3.7069 3.5445 -1.3015  -0.06
C: -3.1434 2.2933 -1.4189  -0.02
C: -2.2896 1.7668 -0.4288  -0.36
O: -1.7976 0.5537 -0.6078  -0.17
H: -0.1856 -3.7179 -3.1067  0.12
H: 1.2936 -5.6828 -2.9210  0.12
H: 2.2917 -6.2908 -0.7315  0.11
H: 1.7652 -4.9285 1.2562  0.12
H: 0.3474 -3.4142 2.3579  0.15
H: -0.2914 -1.7341 3.6501  0.13
H: -1.6999 -1.0795 2.7946  0.14
H: 0.9464 0.3967 3.1121  0.10
H: -0.5830 0.7726 3.9459  0.13
H: -1.5764 2.5561 2.8377  0.15
H: -2.4992 4.4186 1.7204  0.12
H: -3.9182 5.3174 -0.0877  0.11
H: -4.3554 3.9101 -2.0880  0.11
H: -3.3586 1.6681 -2.2762  0.11
N: -1.5685 -0.6389 -3.7982  0.08
C: -0.3817 0.0642 -3.3259  -0.43
C: 0.8727 -0.6544 -3.7918  -0.09
C: 2.0844 -0.1424 -3.0326  -0.31
N: 1.9989 -0.4780 -1.5920  0.06
C: 2.2236 1.3710 -3.1847  -0.09
C: 0.9555 2.1398 -2.8294  -0.31
N: 0.7628 2.1267 -1.3514  0.06
C: -0.2601 1.5667 -3.5746  -0.08
H: -1.2125 -2.0102 -2.0160  0.10
H: -1.5778 -0.7280 -4.8085  0.09
H: -2.4136 -0.1491 -3.5259  0.08
H: -0.4413 -0.0283 -2.2498  0.04
H: 1.0351 -0.4721 -4.8594  0.14
H: 0.7685 -1.7350 -3.6645  0.10
H: 2.9887 -0.6056 -3.4371  0.15
H: 2.7204 0.0597 -1.1016  0.07
H: 2.1860 -1.4654 -1.4271  0.11
H: 2.4841 1.5818 -4.2238  0.14
H: 3.0566 1.7289 -2.5732  0.12
H: 1.0915 3.1758 -3.1530  0.15
H: 0.0160 2.7724 -1.1057  0.10
H: 1.6138 2.4694 -0.9063  0.08
H: -0.1248 1.7679 -4.6425  0.13
H: -1.1699 2.0815 -3.2572  0.11
Br: 5.2597 -1.3763 5.4023  0.76
C: 5.1836 -0.0696 4.0430  -0.67
C: 6.1438 0.9327 3.9863  -0.17
N: 6.1390 1.8758 3.0507  0.09
C: 5.1758 1.8460 2.1361  -0.07
C: 4.1732 0.8831 2.1192  -0.11
C: 4.1770 -0.0991 3.1001  -0.06
C: 3.1168 0.9190 1.0596  -0.57
O: 3.1979 1.7161 0.1167  0.01
O: 2.1472 0.0832 1.2139  -0.13
H: 6.9396 0.9717 4.7208  0.11
H: 5.1896 2.6193 1.3782  0.12
H: 3.4127 -0.8635 3.1139  0.11

## Properties
**Total charge**: +1
**Kohn-Sham gap**: 7.9 eV

Number 1: calculated total energy -3501.89556 Eh. Number 2: calculated total energy -4528.28078 Eh. Number 3: calculated total energy -4462.61530 Eh.